A 2-piece molecular cluster, C6H16O overall, computed with ωB97M-V/def2-TZVPD.

XYZ file:
```
23
Properties=species:S:1:pos:R:3:lowdin_charge:R:1
C 1.6192 2.5104 -1.1701 -0.11
C 0.4499 1.7957 -0.3882 -0.21
C 0.9716 0.5672 0.3652 -0.36
C 1.4152 1.0035 1.7837 -0.07
C -0.1634 -0.5046 0.5807 -0.25
C 0.2109 -1.9498 0.7389 -0.10
H 2.5446 2.6817 -0.6488 0.05
H 2.0035 1.8364 -1.9658 0.08
H 1.5215 3.5864 -1.3432 0.07
H -0.1802 1.5008 -1.1693 0.08
H 0.0731 2.4804 0.4239 0.12
H 1.8142 0.2686 -0.1381 0.10
H 0.7130 0.8259 2.5941 0.08
H 1.4799 2.0977 1.7483 0.07
H 2.3683 0.7802 2.1241 0.04
H -0.7448 -0.1746 1.4177 0.09
H -0.8296 -0.3309 -0.2558 0.09
H 0.8982 -2.2222 1.4467 0.02
H -0.7540 -2.3829 1.0708 0.08
H 0.7158 -2.3211 -0.2660 0.12
O -5.6098 -3.7842 -2.0810 -0.05
H -5.0115 -3.5245 -2.7720 0.02
H -5.5056 -4.7400 -2.0957 0.03
```

Its SMILES is CCC(C)CC.O. Its gap between HOMO and LUMO is 0.4181 hartree. The value obtained for the HOMO energy is -10.45 eV. Its relative energy (zero: lowest compared OMol25 entry of this formula, charge and spin) is 42.30 kcal/mol. The value obtained for the energy is -8527.39871 eV. The total charge is 0. As for the LUMO energy: 0.92 eV.